Entry 1:
19
Properties=species:S:1:pos:R:3 method="wB97M-V/def2-TZVPD" spin_multiplicity=1 total_energy_ha=-310.92043 relative_energy_kj_mol=364.5 e_homo_ev=-8.587 orbital_gap_ev=9.5
C 0.43533 -3.06617 1.48547
C -0.05161 -1.60005 1.38420
C 0.03193 -0.64591 0.31291
C -0.53118 0.73769 0.65824
C 0.44398 1.70806 0.00674
C 0.50612 1.41364 -1.45940
O -0.75930 1.53976 -2.16136
H -0.45334 -3.58628 0.94517
H 1.29446 -3.50381 1.03976
H 0.47969 -3.14959 2.52868
H -0.72888 -1.27880 2.15540
H -0.23067 -1.14799 -0.62615
H -1.58979 0.79675 0.50306
H -0.57777 0.84986 1.71849
H 0.09784 2.72077 0.04771
H 1.44692 1.59950 0.52568
H 1.11335 2.18129 -1.94300
H 1.08049 0.38526 -1.60255
H -0.86538 0.53140 -2.33024

Entry 2:
19
Properties=species:S:1:pos:R:3 method="wB97M-V/def2-TZVPD" spin_multiplicity=1 total_energy_ha=-310.96991 relative_energy_kj_mol=234.6 e_homo_ev=-9.468 orbital_gap_ev=10.4
C -2.28014 0.19617 -0.31291
C -1.16652 0.22413 0.73336
C 0.16624 0.77608 0.23862
C 1.37067 0.82024 1.11714
C 1.66790 -0.63749 1.24407
C 1.39479 -0.03618 -0.09605
H -2.46415 1.19650 -0.72452
H -2.04680 -0.47247 -1.14799
H -3.21655 -0.14173 0.14289
H -1.03094 -0.77922 1.15224
H -1.48090 0.86203 1.56829
H 0.04699 1.66015 -0.39549
H 2.01592 1.65871 1.34313
H 0.94546 -1.32031 1.69176
H 2.70356 -0.90077 1.45257
H 2.07942 0.05390 -0.93086
O 0.26987 -1.37329 -2.53781
H 0.25162 -1.13512 -1.59993
H 0.77355 -0.65132 -2.93851

Entry 3:
19
Properties=species:S:1:pos:R:3 method="wB97M-V/def2-TZVPD" spin_multiplicity=1 total_energy_ha=-310.99069 relative_energy_kj_mol=180.0 e_homo_ev=-8.651 orbital_gap_ev=9.4
C -0.48674 -1.36046 2.19392
C 0.47820 -0.89021 1.39820
C 0.40070 -0.55472 -0.05687
C 1.75048 -0.53665 -0.71845
C -0.80484 -0.43002 -0.62027
C -0.95993 0.26251 -1.96216
H -1.43593 -1.67975 1.81187
H -0.11374 -1.78428 3.11690
H 1.48461 -0.82253 1.80167
H 1.79605 -0.00230 -1.67039
H 2.10394 -1.54774 -0.91551
H 2.43874 -0.05123 -0.02409
H -1.70985 -0.70601 -0.10008
H -0.68349 -0.28285 -2.87789
H -0.47057 1.22896 -1.94821
H -2.02326 0.38480 -2.21118
O -0.25071 2.68136 0.22381
H -0.88048 3.00825 -0.43594
H -0.43584 1.74916 0.34365

Entry 4:
19
Properties=species:S:1:pos:R:3 method="wB97M-V/def2-TZVPD" spin_multiplicity=2 charge=+1 total_energy_ha=-310.68784 relative_energy_kj_mol=77.3 e_homo_ev="-13.845 / -13.845" orbital_gap_ev="8.2 / 6.6"
C 1.37545 0.87685 0.49346
C 0.59734 -0.29070 0.88853
C -0.80908 -0.29253 0.89625
C -1.63242 0.91533 1.07203
C 0.68246 -2.67062 1.50307
C 1.28612 -1.50871 1.17635
H 1.02384 1.31071 -0.44142
H 2.42793 0.70330 0.29360
H 1.34791 1.78203 1.09558
H -1.26349 -1.09790 0.34525
H -1.92548 1.34282 0.11843
H -1.00491 1.65851 1.57788
H -2.50285 0.86098 1.72868
H -0.39526 -2.74648 1.55244
H 1.28970 -3.54844 1.65207
H 2.35733 -1.46786 1.23264
H -0.50982 1.78724 -5.55801
H -1.17353 0.70932 -4.76802
O -1.17126 1.67614 -4.85883

Entry 5:
20
Properties=species:S:1:pos:R:3 method="wB97M-V/def2-TZVPD" spin_multiplicity=2 charge=-1 total_energy_ha=-386.18516 relative_energy_kj_mol=156.7 e_homo_ev="-0.224 / -3.214" orbital_gap_ev="4.0 / 6.9"
C 0.51604 1.25707 0.41053
C 1.22955 1.55154 -0.71930
C -0.07859 -1.10293 0.29470
C -0.48110 0.19351 0.48829
C -1.84583 0.51576 0.82057
C -2.78508 -0.38573 1.24386
H 1.02740 1.66529 1.30469
H 1.92657 2.35550 -0.71448
H 0.70096 1.26145 -1.66825
H -0.75881 -2.00005 0.60506
H 0.98739 -1.36204 0.20946
H -2.08470 1.54458 0.69054
H -3.77850 0.03739 1.41709
H -2.59265 -1.49860 1.28694
H -0.95965 -0.85121 -2.06676
H -1.22671 -0.45329 -3.43122
O -0.72077 -0.15984 -2.67582
H 3.04598 -1.57648 0.08320
H 2.93216 -0.37222 1.13026
O 3.40209 -1.20588 0.91601

Entry 6:
20
Properties=species:S:1:pos:R:3 method="wB97M-V/def2-TZVPD" spin_multiplicity=1 total_energy_ha=-386.04849 relative_energy_kj_mol=713.3 e_homo_ev="-6.843 / -7.395" orbital_gap_ev="7.6 / 8.1"
C -0.53461 0.74325 -0.72158
C -0.07929 0.38156 0.66631
C 1.26107 0.79884 1.05226
C -1.92315 -0.95399 -0.59460
C -0.15690 -1.09306 0.73252
C 2.47589 0.56946 0.21010
O 0.23909 0.50010 -1.81258
O -2.99251 -0.47756 0.17108
H 0.75066 -0.31091 -1.68305
H -3.11741 0.45871 -0.01343
H -1.08012 1.67372 -0.89354
H -0.82214 0.80091 1.34715
H 1.38110 1.43538 1.92140
H -2.01279 -0.77748 -1.67179
H -1.88752 -2.03309 -0.45462
H 0.56222 -1.67833 0.16684
H -0.50259 -1.57410 1.64115
H 3.38714 0.65590 0.80470
H 2.49969 -0.42004 -0.25845
H 2.55219 1.30073 -0.60986